Record 1
The following is a DFT calculation (ωB97M-V/def2-TZVPD) of a 4-piece molecular cluster, C10H14N4 overall.

LUMO energy   0.34 eV
Energy relative to the best compared isomer or geometry (same formula, charge and spin)   27.3 kJ/mol
Electronic energy   -16555.942 eV

Geometry as ORCA input:
```
! RIJCOSX wB97M-V def2-TZVPD def2/J DEFGRID3
* xyz 0 1
C -0.459 -3.399 1.550
C -0.758 -4.174 2.769
N -0.976 -4.760 3.731
H -0.893 -3.815 0.649
H 0.623 -3.311 1.456
H -0.830 -2.388 1.717
C -3.539 3.158 0.514
C -4.710 3.468 1.348
N -5.621 3.709 2.002
H -3.727 2.631 -0.413
H -2.891 2.531 1.130
H -2.999 4.093 0.375
C 0.753 1.764 1.094
C -0.349 0.885 0.722
N -1.231 0.212 0.426
H 0.855 2.582 0.381
H 1.681 1.206 0.954
H 0.642 2.131 2.108
N 2.778 -1.322 -3.115
C 2.304 -1.761 -1.914
C 2.027 -0.659 -1.132
C 2.378 0.483 -1.903
C 2.835 0.044 -3.113
H 2.936 -1.841 -3.957
H 2.161 -2.804 -1.690
H 1.630 -0.764 -0.139
H 2.251 1.498 -1.563
H 3.128 0.604 -3.984
*
```

Record 2
The following is a DFT calculation (ωB97M-V/def2-TZVPD) of C7H4Br2N2O as an isolated structure.

LUMO energy   0.45 eV
Energy relative to the best compared isomer or geometry (same formula, charge and spin)   142.6 kJ/mol
Electronic energy   -152435.198 eV

Geometry as ORCA input:
```
! RIJCOSX wB97M-V def2-TZVPD def2/J DEFGRID3
* xyz 0 1
Br -4.149 -0.349 -0.140
Br 0.185 -3.435 0.847
N 0.815 1.518 -0.361
O 1.719 -0.546 -0.024
C 1.890 0.769 -0.346
C -1.838 -1.611 0.490
C -1.552 0.815 -0.123
C -2.328 -0.305 0.148
C -0.403 -1.693 0.426
C -0.132 0.664 -0.038
C 0.457 -0.634 0.152
N 3.037 1.514 -0.564
H -2.404 -2.515 0.826
H -1.830 1.819 -0.473
H 2.803 2.487 -0.925
H 3.729 1.504 0.106
*
```

Record 3
The following is a DFT calculation (ωB97M-V/def2-TZVPD) of a 3-piece molecular cluster, C5H8O overall.

LUMO energy (alpha / beta)   0.38 / 0.39 eV
Energy relative to the best compared isomer or geometry (same formula, charge and spin)   500.3 kJ/mol
Electronic energy   -7357.070 eV

Geometry as ORCA input:
```
! RIJCOSX wB97M-V def2-TZVPD def2/J DEFGRID3
* xyz 0 1
C -0.916 -0.830 -0.843
C 0.551 -0.678 -0.763
O 0.837 0.742 -1.003
C 0.764 1.378 0.162
C 0.770 0.512 1.252
C 0.550 -0.739 0.730
H -1.364 0.593 -0.083
H -1.425 -0.438 -1.720
H -1.323 -1.757 -0.455
H 1.265 -1.248 -1.371
H 0.849 2.457 0.118
H -1.157 1.368 0.196
H 0.707 0.815 2.289
H 0.357 -1.653 1.278
*
```

Record 4
The following is a DFT calculation (ωB97M-V/def2-TZVPD) of a 2-piece molecular cluster, C4H13N2O overall.

LUMO energy (alpha / beta)   -9.65 / -14.12 eV
Energy relative to the best compared isomer or geometry (same formula, charge and spin)   286.6 kJ/mol
Expectation value of S²   0.7627
Electronic energy   -9366.031 eV

Geometry as ORCA input:
```
! RIJCOSX wB97M-V def2-TZVPD def2/J DEFGRID3
* xyz 2 2
C 2.198 -0.638 -0.377
C 1.067 -1.516 -0.942
C -0.290 -0.960 -0.678
N -0.459 -0.411 0.620
C -1.663 0.078 1.037
N -1.795 0.785 2.119
H 2.402 -0.836 0.676
H 1.929 0.416 -0.478
H 3.146 -0.840 -0.856
H 1.184 -2.522 -0.488
H 1.196 -1.712 -2.009
H -1.119 -1.682 -0.847
H -0.459 -0.084 -1.369
H 0.275 -0.474 1.335
H -2.546 -0.135 0.426
H -2.496 1.530 2.163
H -0.976 0.931 2.712
H -1.217 2.669 -1.415
H 0.197 2.985 -0.888
O -0.575 2.416 -0.741
*
```

Record 5
The following is a DFT calculation (ωB97M-V/def2-TZVPD) of an isolated molecule of C3H6P2.

LUMO energy   -0.82 eV
Energy relative to the best compared isomer or geometry (same formula, charge and spin)   64.9 kJ/mol
Electronic energy   -21783.764 eV

Geometry as ORCA input:
```
! RIJCOSX wB97M-V def2-TZVPD def2/J DEFGRID3
* xyz 0 1
C 1.673 -0.197 0.561
C -0.698 0.432 -0.077
C 0.457 -0.505 -0.359
P 3.325 -0.833 -0.044
P 2.942 1.165 -0.084
H 1.467 -0.276 1.592
H -1.161 0.174 0.973
H -1.484 0.243 -0.830
H -0.391 1.401 -0.369
H 0.753 -0.240 -1.296
H 0.335 -1.554 -0.204
*
```

Record 6
The following is a DFT calculation (ωB97M-V/def2-TZVPD) of C6H14CdO4 as an isolated structure.

LUMO energy   -0.01 eV
Energy relative to the best compared isomer or geometry (same formula, charge and spin)   201.4 kJ/mol
Electronic energy   -19197.529 eV

Geometry as ORCA input:
```
! RIJCOSX wB97M-V def2-TZVPD def2/J DEFGRID3
* xyz 0 1
O -1.902 -2.799 0.253
C -0.951 -3.454 -0.533
C -0.006 -2.456 -1.207
O -0.938 -1.645 -1.989
C -0.411 -0.597 -2.767
C -1.321 0.606 -2.653
O -1.534 0.806 -1.259
C -1.703 2.144 -0.826
Cd -1.670 -0.913 -0.096
H -1.475 -4.040 -1.320
H -0.317 -4.149 0.054
H 0.688 -2.960 -1.898
H -0.305 -0.907 -3.817
H 0.570 -0.320 -2.346
H -2.291 0.483 -3.158
H -0.831 1.475 -3.117
H -1.713 2.123 0.268
H -0.826 2.756 -1.080
H -2.571 2.553 -1.365
O 0.449 -0.541 0.902
H 0.931 -1.721 -0.235
C 1.132 0.654 1.101
H 1.543 1.018 0.137
H 0.531 1.498 1.491
H 1.973 0.501 1.801
*
```